Entry 1:
# C14H18N2O2S

C14H18N2O2S as an isolated structure (the ωB97M-V functional and the def2-TZVPD basis, the OMol25 dataset).

The geometry in XYZ format:
```
37
Properties=species:S:1:pos:R:3:forces:R:3
C -4.23252 -1.62953 -1.51125 0.4 0.5 -4.4
C -3.33335 -0.77171 -0.69392 -2.6 -0.5 -0.7
N -2.46021 0.20130 -1.17835 -5.1 -5.9 -3.2
N -2.03093 0.70075 -0.10766 0.5 1.7 1.9
C -2.57442 0.05448 0.93263 2.3 5.5 8.8
C -3.56657 -0.81533 0.77627 1.3 -0.7 -2.8
H -4.20638 -1.45117 1.54403 1.7 1.6 -2.2
C -2.16912 0.70876 2.29807 -2.1 -2.8 0.6
H -2.87857 0.33891 3.08874 0.7 0.2 -0.7
H -2.07224 1.72773 2.44661 -0.9 2.4 -0.8
H -1.20165 0.51669 2.64640 1.8 -1.5 0.2
S -0.96983 2.00480 -0.42948 5.4 -2.6 11.9
O -1.02110 2.27245 -1.74467 -1.9 3.1 -6.7
O -0.91088 2.88893 0.83049 -1.2 -2.3 -5.0
C 0.64064 0.94083 -0.37816 -1.4 -1.2 3.5
C 0.55008 -0.44941 -0.00708 3.2 -0.4 -2.4
C 1.83274 -1.31453 -0.02014 -1.9 9.7 0.7
C 2.98158 -0.52691 -0.05166 3.7 3.7 -2.0
C 3.12793 1.01603 -0.32248 -7.3 -3.9 2.4
C 1.82152 1.69886 -0.20542 3.2 -1.7 -3.5
C 1.81688 3.13177 -0.56063 4.1 -0.7 11.1
H 2.76170 3.60654 -0.40403 1.0 0.0 -1.2
H 1.37587 3.71361 0.44592 0.6 -1.5 -2.1
H 1.22746 3.47437 -1.17619 -5.5 3.1 -7.1
H 3.96815 1.59754 -0.55379 1.4 0.1 0.1
C 4.39305 -1.20563 -0.08028 -10.8 -3.6 -0.5
H 5.16765 -0.73558 -0.12412 8.4 6.2 -1.2
H 4.41213 -1.63624 0.82381 0.4 -2.2 3.5
H 4.29831 -1.97055 -0.78541 0.5 -1.3 -1.3
C 1.78319 -2.68214 0.12309 -5.3 0.8 -10.1
H 0.73181 -2.88225 0.02751 -0.3 -1.2 0.4
H 2.21998 -2.99459 0.83546 5.4 -4.5 9.8
H 2.28505 -3.07314 -0.77048 -0.1 -0.6 0.0
H -0.34837 -1.06034 -0.12087 -0.1 0.6 0.3
H -4.14224 -2.74634 -1.36268 0.3 1.3 -0.4
H -3.95834 -1.22858 -2.58757 -0.1 -1.8 1.4
H -5.31900 -1.42036 -1.64275 0.6 0.3 1.3
```
Positions in Å, forces in eV/Å.

Computed properties:
* net charge: 0
* energy relative to the best compared isomer or geometry (same formula, charge and spin): 293.3 kcal/mol
* electronic energy: -1202.04526 Eh
* lowest unoccupied orbital energy: 0.019 Eh
* frontier orbital gap: 9.2 eV

=====

Entry 2:
# C18H22ClF2N3O4

C18H22ClF2N3O4 in the gas phase (the ωB97M-V functional and the def2-TZVPD basis, the OMol25 dataset).

The geometry in XYZ format:
```
50
Properties=species:S:1:pos:R:3:forces:R:3
C 2.36190 -1.00345 -1.83347 0.0 0.0 0.0
N 1.19057 -0.16320 -2.05505 0.0 0.0 0.0
C 0.08097 -0.32105 -1.12251 0.0 0.0 0.0
C -0.71210 -1.59850 -1.40000 0.0 0.0 0.0
C -2.04171 -1.77508 -0.63076 0.0 0.0 0.0
C -2.45349 -0.66872 0.33684 0.0 0.0 0.0
N -1.56318 -0.53391 1.48268 0.0 0.0 0.0
C -1.60140 -1.42364 2.50427 0.0 0.0 0.0
O -2.35427 -2.37487 2.54665 0.0 0.0 0.0
C -0.60249 -1.16166 3.58069 0.0 0.0 0.0
C 0.54641 -0.44724 3.59897 0.0 0.0 0.0
C 1.08272 -0.62091 4.92063 0.0 0.0 0.0
N 2.19738 -0.14102 5.48626 0.0 0.0 0.0
C 2.38446 -0.50426 6.72880 0.0 0.0 0.0
Cl 3.81989 0.09498 7.51002 0.0 0.0 0.0
C 1.53285 -1.33029 7.48180 0.0 0.0 0.0
C 0.38508 -1.82555 6.89821 0.0 0.0 0.0
C 0.18074 -1.44667 5.58391 0.0 0.0 0.0
O -0.84923 -1.78222 4.76990 0.0 0.0 0.0
C 1.23909 0.61868 -3.15898 0.0 0.0 0.0
O 2.24077 0.63796 -3.86102 0.0 0.0 0.0
C 0.06213 1.56337 -3.50538 0.0 0.0 0.0
C 0.18096 2.80867 -2.61960 0.0 0.0 0.0
O -1.17031 0.88405 -3.26607 0.0 0.0 0.0
C 0.18592 1.90908 -4.99373 0.0 0.0 0.0
C -0.69489 3.03953 -5.44543 0.0 0.0 0.0
F -0.63385 3.16239 -6.79761 0.0 0.0 0.0
F -2.02243 2.78209 -5.13854 0.0 0.0 0.0
H 2.49403 -1.72028 -2.64451 0.0 0.0 0.0
H 3.26364 -0.39454 -1.78155 0.0 0.0 0.0
H 2.23033 -1.54132 -0.89701 0.0 0.0 0.0
H 0.51332 -0.34510 -0.11912 0.0 0.0 0.0
H -0.56449 0.54653 -1.18667 0.0 0.0 0.0
H -0.91782 -1.60076 -2.47045 0.0 0.0 0.0
H -0.06160 -2.45457 -1.20800 0.0 0.0 0.0
H -2.85652 -1.87430 -1.35073 0.0 0.0 0.0
H -2.02718 -2.70592 -0.06373 0.0 0.0 0.0
H -2.49841 0.30047 -0.15960 0.0 0.0 0.0
H -3.45417 -0.89318 0.70970 0.0 0.0 0.0
H -1.03452 0.31168 1.60302 0.0 0.0 0.0
H 0.98638 0.10873 2.78811 0.0 0.0 0.0
H 1.78999 -1.56500 8.50345 0.0 0.0 0.0
H -0.30365 -2.46591 7.43124 0.0 0.0 0.0
H 1.09445 3.35714 -2.85483 0.0 0.0 0.0
H -0.67771 3.46551 -2.76499 0.0 0.0 0.0
H 0.21458 2.53055 -1.56707 0.0 0.0 0.0
H -1.85916 1.35048 -3.75441 0.0 0.0 0.0
H 1.21744 2.17396 -5.21770 0.0 0.0 0.0
H -0.06108 1.02541 -5.58511 0.0 0.0 0.0
H -0.46037 4.01189 -5.01149 0.0 0.0 0.0
```
Positions in Å, forces in eV/Å.

Computed properties:
* net charge: 0
* energy relative to the best compared isomer or geometry (same formula, charge and spin): 10.1 kcal/mol
* electronic energy: -1824.29540 Eh
* lowest unoccupied orbital energy: -0.005 Eh
* frontier orbital gap: 9.1 eV
* SMILES: CN(CCCCNC(=O)c1cc2nc(Cl)ccc2o1)C(=O)[C@](C)(O)CC(F)F

=====

Entry 3:
# C21H34BClN6ReS3

C21H34BClN6ReS3 as an isolated structure (the ωB97M-V functional and the def2-TZVPD basis, the OMol25 dataset).

The geometry in XYZ format:
```
67
Properties=species:S:1:pos:R:3:forces:R:3
Re 0.21076 -0.41200 0.21556 -0.1 0.1 0.0
C 3.28063 2.36040 1.55622 0.0 0.0 0.0
C 2.93116 3.57832 0.70528 0.0 0.0 0.0
C 1.91452 4.49554 1.37855 0.0 0.0 0.0
C 4.20224 4.37222 0.42072 0.0 0.0 0.0
N 2.35778 3.09929 -0.61495 0.0 0.0 0.0
C 2.95011 3.29936 -1.84254 0.0 0.0 0.0
C 2.15259 2.73476 -2.77655 0.0 0.0 0.0
N 1.07010 2.18126 -2.13446 0.0 0.0 0.0
B 0.01254 1.38761 -2.95552 0.0 0.0 0.0
N -1.43878 1.58272 -2.40438 0.0 0.0 0.0
C -2.15386 2.68562 -2.81169 0.0 0.0 0.0
C -3.36154 2.64971 -2.20843 0.0 0.0 0.0
N -3.40304 1.51768 -1.42570 0.0 0.0 0.1
C -2.21924 0.89358 -1.55443 0.0 0.0 -0.1
S -1.78457 -0.63180 -0.78282 -0.1 0.0 0.0
C -4.59674 1.11590 -0.57521 0.0 0.0 0.0
C -5.05916 -0.27338 -1.00819 0.0 0.0 0.0
C -5.72101 2.11900 -0.82001 0.0 0.0 -0.1
C -4.19859 1.17304 0.89645 0.0 0.0 0.0
N 0.33685 -0.13925 -3.15524 0.0 0.0 0.0
C -0.33923 -0.82718 -4.12945 0.0 0.0 0.0
C 0.07813 -2.11655 -4.10209 0.1 0.0 0.0
N 1.02690 -2.22415 -3.11341 0.0 -0.1 -0.1
C 1.15108 -1.01782 -2.53782 -0.1 0.1 0.1
S 2.06928 -0.55276 -1.12160 0.1 0.0 -0.1
C 1.71093 -3.52089 -2.72606 0.0 0.0 0.1
C 3.20289 -3.27952 -2.50052 0.0 0.0 -0.1
C 1.53436 -4.51477 -3.86943 -0.1 0.0 0.0
C 1.02606 -4.03139 -1.46107 0.0 0.0 0.0
C 1.22626 2.40691 -0.81580 0.0 0.0 0.0
S 0.07893 1.84858 0.40048 0.0 0.0 0.0
H 3.78297 2.70092 2.46094 0.0 0.0 0.0
H 3.96488 1.70050 1.01978 0.0 0.0 0.0
H 2.40002 1.79879 1.86277 0.0 0.0 0.0
H 2.35282 4.89220 2.29369 0.0 0.0 0.0
H 0.99780 3.97851 1.65624 0.0 0.0 0.0
H 1.66716 5.33692 0.73051 0.0 0.0 0.0
H 4.59031 4.72851 1.37318 0.0 0.0 0.0
H 4.00991 5.24757 -0.20018 0.0 0.0 0.0
H 4.97846 3.75851 -0.03727 0.0 0.0 0.0
H 3.86772 3.84181 -1.96180 0.0 0.0 0.0
H 2.25641 2.69812 -3.84647 0.0 0.0 0.0
H 0.01489 1.86297 -4.05150 0.0 0.0 0.0
H -1.74692 3.39702 -3.50800 0.0 0.0 0.0
H -4.18698 3.32991 -2.28594 0.0 0.0 0.0
H -5.17556 -0.32363 -2.09144 0.0 0.0 0.0
H -6.02986 -0.47740 -0.55800 0.0 0.0 0.0
H -4.37974 -1.06138 -0.68645 0.0 0.0 0.0
H -6.04698 2.12711 -1.86061 0.0 0.0 0.0
H -5.44589 3.12784 -0.51338 0.0 0.0 0.0
H -6.57404 1.81384 -0.21714 0.0 0.0 0.0
H -3.42129 0.45772 1.15530 0.0 0.0 0.0
H -5.07562 0.93519 1.49747 0.0 0.0 0.0
H -3.86688 2.17634 1.16707 0.0 0.0 0.0
H -1.03662 -0.34140 -4.78980 0.0 0.0 0.0
H -0.19625 -2.93936 -4.73399 0.0 0.0 0.0
H 3.64785 -2.72690 -3.32885 0.0 0.0 0.0
H 3.69644 -4.24893 -2.44917 0.0 0.0 0.0
H 3.41166 -2.76368 -1.56694 0.0 0.0 0.0
H 1.91153 -4.11533 -4.81152 0.0 0.0 0.0
H 0.49891 -4.83270 -3.99487 0.0 0.0 0.0
H 2.11004 -5.40638 -3.62975 0.0 0.0 0.0
H 1.15908 -3.33190 -0.63210 0.0 0.0 0.0
H 1.47376 -4.97931 -1.16412 0.0 0.0 0.0
H -0.04015 -4.19429 -1.62544 0.0 0.0 0.0
Cl 0.47103 -1.44825 2.12850 0.0 0.0 0.1
```
Positions in Å, forces in eV/Å.

Computed properties:
* net charge: +2
* 2S+1: 2
* energy relative to the best compared isomer or geometry (same formula, charge and spin): 0.0 kcal/mol
* electronic energy: -2906.70114 Eh
* lowest unoccupied orbital energy (spin up / spin down): -0.274 / -0.275 Eh
* frontier orbital gap (spin up / spin down): 6.6 / 6.8 eV

=====

Max |F| values, unit hartree/bohr, following the record order: 0.260, 0.001, 0.003.